A 5-piece molecular cluster, C33H41F18NO14S overall, computed with ωB97M-V with the def2-TZVPD basis set.

Summary:
- E_tot (eV) = -124791.262
- total charge = 0
- orbital gap (eV) = 9.433

```
108
Properties=species:S:1:pos:R:3:mulliken_charge:R:1
S 1.15593 0.86817 -1.77590 1.1623
F -1.12993 -5.05034 4.04103 -0.2824
F 1.34160 -1.78325 -9.46096 -0.2507
F -5.70805 6.96434 3.92886 -0.2538
F 7.06782 -1.03207 -3.26155 -0.2823
F 6.45281 0.97636 -2.72912 -0.2930
F -5.73249 5.23343 2.62185 -0.2425
F 5.38643 -0.09862 -4.24184 -0.1787
F 0.55358 -5.54381 2.77083 -0.2703
F -0.14623 1.58196 -2.09617 -0.2074
F -0.32873 0.78806 8.43931 -0.2522
F -0.32380 -3.06779 -8.95493 -0.2380
F 3.63898 1.58698 1.06075 -0.4095
F -1.63901 -0.84310 7.86634 -0.2603
F -2.46483 0.95732 8.73994 -0.2365
F -0.84728 -4.01173 2.16226 -0.2185
F -0.43714 -0.94553 -8.54457 -0.2453
F -7.56038 6.32306 3.01069 -0.2411
F 2.21952 0.07413 1.66882 -0.2887
O 1.83582 -1.28424 -6.88297 -0.3761
O 0.85924 -0.51926 -1.70719 -0.4696
O 0.87291 4.01612 -3.84718 -0.2881
O 0.64348 -3.15013 -6.45424 -0.5268
O 0.47730 1.62295 0.77882 -0.3344
O -2.41998 -5.95113 1.22692 -0.5150
O -7.79159 4.90754 5.27803 -0.5156
O -1.62942 1.10838 0.40267 -0.4602
O -2.65649 1.70331 6.17344 -0.5144
O 1.08191 3.63423 -1.07242 -0.3991
O -5.59372 4.41454 5.16176 -0.3050
O 2.15917 1.32685 -2.66997 -0.2409
O -1.32342 -7.44473 2.51418 -0.3273
O -0.63076 0.79648 5.78298 -0.4033
N -1.60802 -1.51297 0.82569 -0.4470
C -1.47946 -2.42596 -0.32033 -0.8063
C 1.59056 4.78310 -1.73667 -0.8703
C 1.56863 1.52108 -0.10610 0.7368
C -1.56122 -8.90578 0.56399 -1.0893
C 2.72914 0.68587 0.58276 1.6330
C 2.46931 -1.35428 -5.58806 0.0409
C -1.52582 0.49027 7.92423 0.9046
C -0.64388 1.27571 4.42202 0.1810
C -2.07147 -8.53873 1.94028 -0.2220
C -1.60609 -6.24064 2.05231 0.3172
C -0.34104 2.75582 4.34008 -1.2425
C -6.71246 5.00161 4.77333 0.2952
C -5.69233 3.54679 6.31079 -0.1511
C -1.68877 1.09148 6.51681 0.3078
C 0.96849 -2.24272 -7.16060 0.3072
C 1.15832 3.48001 -5.12298 -0.0871
C 0.55346 4.31997 -6.24688 -1.3135
C 2.05426 2.95645 -0.30797 -1.5783
C -0.73674 -5.19569 2.77132 0.9492
C 3.55832 -2.40385 -5.55112 -0.9169
C 0.37644 -2.00971 -8.56222 0.8983
C -0.41524 -0.76076 1.13339 0.8829
C 3.89418 -2.59113 -0.95178 -1.2308
C 3.46872 -0.30733 -0.28149 -0.7594
C -6.42588 5.89567 3.55345 0.9379
C -0.58111 0.70555 0.71208 0.0587
C 6.01611 -0.24458 -3.05964 0.7065
C 4.41511 0.11735 -1.20659 -0.0063
C 4.80793 -2.14580 -1.89868 -0.4670
C 2.00177 4.48423 -3.15036 -0.1451
C 3.21674 -1.66879 -0.15278 -0.3158
C -6.31340 2.21461 5.95423 -1.1730
C 5.06811 -0.79447 -2.03287 -0.2853
H 0.48315 -1.17559 0.68104 -0.6095
H 0.79619 5.52140 -1.75852 0.3891
H 2.83559 3.78472 -3.20221 0.0613
H -0.25688 -0.79168 2.20985 0.1736
H -6.30814 1.55674 6.82229 0.3547
H 0.13180 0.71524 3.90388 0.1442
H -2.09037 -2.09903 -1.15429 0.3208
H 5.31087 -2.87297 -2.51963 0.5682
H 0.76760 2.46565 -5.16579 0.1973
H -4.66990 3.39980 6.64960 0.2665
H 2.34583 5.42549 -3.59897 0.4772
H -7.34246 2.33315 5.61797 0.4146
H -0.49608 -9.13621 0.60273 0.3046
H -1.78862 -2.08852 1.62914 0.4388
H 2.50573 -2.05096 0.55923 0.5843
H -1.93272 -9.36710 2.63051 0.3118
H 4.29857 -2.22821 -6.33275 0.3556
H 0.21050 3.66192 -7.03886 0.3606
H 3.00223 2.96611 -0.83896 0.4298
H 2.43639 5.19910 -1.18876 0.4219
H 0.61118 2.97460 4.82511 0.3359
H -5.75232 1.74075 5.14832 0.2832
H 3.69114 -3.63803 -0.81534 0.4927
H 3.15302 -3.40297 -5.70831 0.4285
H 4.05551 -2.38409 -4.58414 -0.0390
H 2.23047 3.39699 -5.29906 0.3339
H -0.45175 -2.59128 -0.63648 0.1737
H -1.87530 -3.39354 -0.02766 0.2941
H 2.12795 3.43682 0.66254 0.6179
H -0.28062 4.90838 -5.88593 0.3265
H -1.10883 3.34560 4.83803 0.3823
H -2.09657 -9.77644 0.18820 0.3676
H 4.60361 1.17258 -1.29890 0.6151
H -3.13106 -8.28662 1.92835 0.3223
H 2.89128 -0.36612 -5.42071 0.3242
H -0.28961 3.06840 3.29751 0.2898
H -6.24022 4.05356 7.10475 0.3426
H -1.69882 -8.08843 -0.14188 0.3148
H 1.71500 -1.52492 -4.82016 0.2600
H 1.31040 4.96142 -6.68795 0.3146
H -1.59970 1.03342 3.95611 0.3679
```

C3H4N2O2 in the gas phase, computed with ωB97M-V with the def2-TZVPD basis set.

Summary:
- E_tot (eV) = -10245.395
- total charge = 0
- orbital gap (alpha / beta) (eV) = 9.180 / 9.181
- ΔE to the lowest compared entry with this formula, charge and spin (kcal/mol) = 158.4

```
11
Properties=species:S:1:pos:R:3:mulliken_charge:R:1
O -1.44995 -0.68687 -1.85226 -0.3838
O 0.77229 -1.11167 -1.03640 -0.3683
N -0.10216 -1.13245 0.17580 -0.2476
N -0.00594 1.47928 -0.48580 -0.6180
C 0.33292 1.26948 0.68751 0.0424
C 0.25054 -0.18529 1.22372 -0.5189
C -0.48008 -0.59196 -0.98472 0.7242
H -0.34296 -0.32921 2.10440 0.3317
H 1.31391 -0.37087 1.50492 0.2600
H 0.77656 2.03450 1.29340 0.4168
H -1.06513 -0.37495 -2.63056 0.3615
```

Repeat the second record exactly.
C3H4N2O2 in the gas phase, computed with ωB97M-V with the def2-TZVPD basis set.

Summary:
- E_tot (eV) = -10245.395
- total charge = 0
- orbital gap (alpha / beta) (eV) = 9.180 / 9.181
- ΔE to the lowest compared entry with this formula, charge and spin (kcal/mol) = 158.4

```
11
Properties=species:S:1:pos:R:3:mulliken_charge:R:1
O -1.44995 -0.68687 -1.85226 -0.3838
O 0.77229 -1.11167 -1.03640 -0.3683
N -0.10216 -1.13245 0.17580 -0.2476
N -0.00594 1.47928 -0.48580 -0.6180
C 0.33292 1.26948 0.68751 0.0424
C 0.25054 -0.18529 1.22372 -0.5189
C -0.48008 -0.59196 -0.98472 0.7242
H -0.34296 -0.32921 2.10440 0.3317
H 1.31391 -0.37087 1.50492 0.2600
H 0.77656 2.03450 1.29340 0.4168
H -1.06513 -0.37495 -2.63056 0.3615
```